[1]
79
Properties=species:S:1:pos:R:3:mulliken_charge:R:1 method="wB97M-V/def2-TZVPD" spin_multiplicity=4 orbital_gap_ev="8.06 / 7.23" s2=3.7716 total_energy_ha=-2635.89909 charge=+1 relative_energy_kj_mol=0.00 lumo_ev="-2.160 / -3.553"
Re 1.12 -0.10 0.82 1.9792
C -0.81 -0.07 -1.53 -1.1397
N -0.46 0.84 -0.40 0.3274
C -1.62 0.94 0.55 0.1166
C -1.14 1.46 1.89 -1.3564
N -0.14 0.49 2.46 0.7329
C -0.84 -0.73 2.98 -0.4335
C 0.66 1.05 3.56 0.1092
C 0.13 1.95 4.46 -0.3804
C 0.90 2.39 5.52 -0.9411
C 2.19 1.92 5.68 -0.6398
C 2.72 1.01 4.78 -0.6705
C 1.96 0.57 3.70 0.7106
S 2.64 -0.58 2.53 -0.5352
C -0.11 2.19 -0.90 -0.1530
C -0.99 2.87 -1.73 -0.3144
C -0.67 4.14 -2.18 -0.9877
C 0.53 4.72 -1.80 -0.6190
C 1.40 4.05 -0.96 -0.5473
C 1.08 2.77 -0.50 0.7198
S 2.19 1.93 0.58 -0.4508
H -1.68 0.29 -2.07 0.4000
H 0.04 -0.12 -2.21 0.3433
H -1.03 -1.05 -1.12 0.1405
H -2.37 1.62 0.14 0.6976
H -2.06 -0.05 0.64 -0.3491
H -0.64 2.42 1.79 0.5157
H -1.98 1.57 2.57 0.6472
H -1.53 -0.42 3.78 0.4316
H -1.39 -1.23 2.19 -0.1675
H -0.09 -1.40 3.39 0.4066
H -0.88 2.32 4.34 0.3916
H 0.49 3.11 6.22 0.4224
H 2.80 2.26 6.51 0.3969
H 3.73 0.64 4.90 0.4737
H -1.93 2.42 -2.03 0.3249
H -1.35 4.66 -2.84 0.4086
H 0.79 5.71 -2.15 0.4000
H 2.33 4.50 -0.66 0.4461
C -5.90 -4.97 -0.82 -1.0852
N -4.57 -4.71 -0.30 0.0267
N -4.34 -3.43 0.20 0.3794
C -3.02 -3.07 -0.03 0.3776
O -2.50 -2.06 0.45 -0.7271
C -2.47 -4.13 -0.84 -0.6258
C -3.44 -5.07 -1.00 0.2644
C -3.42 -6.32 -1.80 -1.6056
C -5.10 -2.97 1.31 -0.1560
C -5.44 -1.63 1.38 -0.3240
C -6.15 -1.16 2.47 -0.8062
C -6.55 -2.04 3.48 -0.4334
C -6.21 -3.38 3.39 -0.7387
C -5.48 -3.85 2.31 0.2725
H -6.63 -4.61 -0.10 0.3682
H -6.03 -6.05 -0.92 0.3980
H -6.07 -4.48 -1.78 0.3442
H -1.46 -4.17 -1.21 0.4652
H -2.42 -6.48 -2.20 0.3603
H -4.12 -6.25 -2.64 0.3473
H -3.71 -7.18 -1.19 0.3775
H -5.14 -0.96 0.58 0.4415
H -6.43 -0.12 2.53 0.4117
H -7.12 -1.67 4.32 0.4172
H -6.51 -4.07 4.17 0.3908
H -5.20 -4.89 2.24 0.4598
O 0.64 -2.22 0.62 -0.4479
C 1.51 -2.32 -0.30 0.7155
O 2.09 -1.21 -0.64 -0.9349
C 1.83 -3.59 -0.94 0.3125
C 1.24 -4.76 -0.47 -0.2817
C 1.55 -5.97 -1.07 -0.7935
C 2.44 -6.00 -2.14 -0.3981
C 3.03 -4.84 -2.60 -0.6662
C 2.73 -3.62 -2.00 -0.3381
H 0.55 -4.71 0.37 0.5679
H 1.10 -6.88 -0.71 0.4637
H 2.68 -6.95 -2.60 0.4126
H 3.73 -4.88 -3.43 0.4238
H 3.19 -2.71 -2.34 0.5072

=====

[2]
13
Properties=species:S:1:pos:R:3:nbo_charge:R:1 method="wB97M-V/def2-TZVPD" spin_multiplicity=3 orbital_gap_ev="6.63 / 4.83" s2=2.0074 total_energy_ha=-2091.17172 charge=0 relative_energy_kj_mol=0.00 lumo_ev="0.232 / -3.977"
C -0.58 -0.64 1.31 -0.9851
C -1.01 1.01 -0.85 -0.9306
Si 2.10 0.12 -0.17 0.7424
P 0.07 0.81 0.55 0.5304
Cl 3.26 0.52 -1.67 -0.3141
Cl -0.90 -1.98 -1.83 -0.1842
Cl 3.13 -0.31 1.49 -0.3615
H -1.43 -0.14 1.96 0.2470
H 0.20 -1.08 1.95 0.2613
H -1.03 -1.44 0.73 0.2574
H -2.00 1.45 -0.66 0.2564
H -1.14 0.03 -1.17 0.2248
H -0.66 1.67 -1.65 0.2559

=====

[3]
28
Properties=species:S:1:pos:R:3:nbo_charge:R:1 method="wB97M-V/def2-TZVPD" spin_multiplicity=1 orbital_gap_ev=8.46 total_energy_ha=-1078.24128 charge=0 relative_energy_kj_mol=265.57 lumo_ev=0.064
C 3.41 0.85 1.11 -0.2297
C 3.37 0.71 -0.19 -0.1801
C 2.23 0.43 1.87 -0.2041
C 2.37 -0.05 -0.90 -0.3331
C 1.14 0.09 1.29 -0.2042
C 1.01 -0.03 -0.18 -0.0220
C -2.36 0.08 1.51 -1.1245
C -2.98 1.29 -1.13 -1.0875
C -2.41 -1.70 -0.80 -1.1396
C -0.12 -0.07 -0.92 -0.5984
Si -1.89 -0.02 -0.29 1.6020
S 3.12 -1.83 -1.09 -0.0764
H 4.21 1.45 1.52 0.2217
H 4.20 1.18 -0.79 0.2152
H 2.03 0.48 2.94 0.2232
H 2.35 0.27 -1.92 0.2298
H 0.25 -0.15 1.71 0.2035
H -1.79 0.96 2.07 0.2342
H -3.41 0.07 1.72 0.2484
H -1.91 -0.78 2.09 0.2350
H -3.40 1.90 -0.39 0.2323
H -2.39 1.92 -1.82 0.2371
H -3.82 0.75 -1.68 0.2389
H -2.53 -2.49 0.04 0.2437
H -3.31 -1.75 -1.42 0.2373
H -1.56 -2.10 -1.40 0.2382
H -0.13 -0.19 -2.05 0.2330
H 4.32 -1.26 -0.91 0.1261